# 1
A cluster of 2 separate species, C2H8N4O in total in a non-equilibrium geometry, computed with ωB97M-V/def2-TZVPD.

XYZ file:
```
15
Properties=species:S:1:pos:R:3
C -0.91858 -0.68965 1.63965
C -1.37898 -0.05609 0.34192
O -2.31074 -0.51799 -0.33635
H -1.22401 1.08711 0.36232
H -1.73925 -0.65147 2.35555
H -0.66004 -1.73609 1.45932
H -0.05931 -0.15392 2.05154
N 0.18439 -0.01451 -1.12294
N 1.25945 -0.75507 -0.64188
N 0.25152 1.59967 -1.10583
N 1.36817 2.01560 -0.87235
H -0.50117 -0.43991 -1.75112
H 1.59657 -0.31306 0.21034
H 2.02362 -0.78897 -1.31793
H 2.10835 1.41436 -1.27224
```

Computed properties:
HOMO ... -8.8482 eV
SMILES ... [H]/N=N\NN.CC=O
Total charge ... 0
Total energy ... -375.09171 a.u.

=====

# 2
A structure of composition C4H7N3S in a non-equilibrium geometry, computed with ωB97M-V/def2-TZVPD.

XYZ file:
```
15
Properties=species:S:1:pos:R:3
C -1.06676 -1.77225 -0.60612
C -0.49300 -0.71578 0.11352
C -0.22302 0.68154 1.71765
C 0.44244 1.33420 0.42929
H -0.92469 -1.31102 -1.92036
H -0.25687 -2.72914 -0.26155
H -2.19068 -2.06132 -0.21502
H -0.21589 0.39669 3.63625
H 1.63581 1.41628 0.33819
H -0.12970 2.23084 0.03787
H 2.22116 -0.32368 -1.61648
N -0.65498 -0.66295 1.39082
N -0.13110 1.16127 2.87899
N 0.00064 0.31199 -0.57464
S 0.83756 -0.02857 -2.23695
```

Computed properties:
HOMO ... -8.9147 eV
Total charge ... 0
Total energy ... -718.90735 a.u.

=====

# 3
A cluster of 2 separate species, CH5NO2 in total in a non-equilibrium geometry, computed with ωB97M-V/def2-TZVPD.

XYZ file:
```
9
Properties=species:S:1:pos:R:3
C -0.41818 -0.16451 -1.34604
N 0.02470 0.96077 -0.63731
O -0.40197 -1.25650 -0.82823
H -0.71479 0.00581 -2.45335
H 0.31714 0.80491 0.30690
H -0.25647 1.91343 -0.71553
H 0.03201 -0.71399 1.16255
H 0.86805 -1.12366 2.56912
O 0.54949 -0.42626 1.94188
```

Computed properties:
HOMO (spin up / spin down) ... -16.3404 / -16.1595 eV
<S²> ... 0.768
Total charge ... +1
Total energy ... -245.94592 a.u.
Multiplicity ... 2

=====

# 4
A cluster of 2 separate species, C2H11N2O in total in a non-equilibrium geometry, computed with ωB97M-V/def2-TZVPD.

XYZ file:
```
16
Properties=species:S:1:pos:R:3
N -0.07311 -1.10753 0.10358
C -0.39316 0.36670 -0.24184
C -0.73154 1.12156 1.02195
N -0.92260 2.49919 0.60580
H -0.84473 -1.61955 0.52776
H 0.65444 -1.14026 0.82274
H 0.43105 -1.61553 -0.64198
H -1.32547 0.25178 -0.78935
H 0.49810 0.65097 -0.79401
H -0.00834 1.05153 1.82926
H -1.68789 0.77782 1.40767
H -1.35424 3.08449 1.29980
H -0.04924 3.03028 0.54082
H 1.33258 -2.90333 -2.15301
H 2.69344 -2.34632 -1.67663
O 1.78070 -2.10180 -1.86255
```

Computed properties:
HOMO ... -13.5058 eV
Total charge ... +1
Total energy ... -267.29702 a.u.

=====

# 5
The molecule C4H6N2OS in a non-equilibrium geometry, computed with ωB97M-V/def2-TZVPD.

XYZ file:
```
14
Properties=species:S:1:pos:R:3
C 3.37496 0.10767 0.11422
C 2.31223 -0.62968 -0.05178
C 1.01701 0.09176 -0.08602
C -2.99625 -0.37590 0.22846
H 4.36340 -0.34676 0.11292
H 3.30365 1.26052 0.48670
H 2.44588 -1.68443 -0.58189
H -1.62200 1.03728 -0.11558
H -3.00020 -1.46461 0.91034
H -4.02833 1.33030 -0.52536
N -1.68180 0.06697 -0.29535
N -4.09203 0.30949 0.00637
O 0.92981 1.27677 -0.07002
S -0.32633 -0.97937 -0.13301
```

Computed properties:
HOMO ... -8.8915 eV
SMILES ... [H]/N=C\NSC(=O)C=C
Total charge ... 0
Total energy ... -738.84063 a.u.

=====

# 6
The molecule C4H10O2, computed with ωB97M-V/def2-TZVPD.

XYZ file:
```
16
Properties=species:S:1:pos:R:3
C 1.88345 0.78873 -0.90776
O 0.55756 0.31746 -0.80682
C 0.44491 -0.81703 0.06009
C -1.03765 -1.13569 0.22227
C -1.88486 -0.26167 1.12866
O -1.48314 1.35817 0.54416
H 2.55882 -0.01583 -1.23108
H 1.89719 1.58674 -1.65337
H 2.24120 1.18051 0.05512
H 0.89431 -0.57370 1.03639
H 1.01115 -1.65113 -0.38418
H -1.46905 -1.22670 -0.78682
H -1.13308 -2.13388 0.67533
H -2.35217 1.47826 0.14278
H -1.32325 -0.14871 2.07304
H -0.80541 1.25446 -0.16782
```

Computed properties:
HOMO ... -7.3085 eV
Total charge ... 0
Total energy ... -308.73233 a.u.

=====

Please write out number 5 again, unchanged.
The molecule C4H6N2OS in a non-equilibrium geometry, computed with ωB97M-V/def2-TZVPD.

XYZ file:
```
14
Properties=species:S:1:pos:R:3
C 3.37496 0.10767 0.11422
C 2.31223 -0.62968 -0.05178
C 1.01701 0.09176 -0.08602
C -2.99625 -0.37590 0.22846
H 4.36340 -0.34676 0.11292
H 3.30365 1.26052 0.48670
H 2.44588 -1.68443 -0.58189
H -1.62200 1.03728 -0.11558
H -3.00020 -1.46461 0.91034
H -4.02833 1.33030 -0.52536
N -1.68180 0.06697 -0.29535
N -4.09203 0.30949 0.00637
O 0.92981 1.27677 -0.07002
S -0.32633 -0.97937 -0.13301
```

Computed properties:
HOMO ... -8.8915 eV
SMILES ... [H]/N=C\NSC(=O)C=C
Total charge ... 0
Total energy ... -738.84063 a.u.